Computed, not measured: a structure of composition C29H37I2N4O3RuSiTe, with wB97M-V/def2-TZVPD.

```
78
Properties=species:S:1:pos:R:3:mulliken_spin:R:1
Ru 0.3072 -0.2935 -0.0818 2.585
I -2.8133 -3.1343 2.9014 0.002
C -3.0451 -1.1674 2.2808 0.037
C -4.2421 -0.4733 2.5496 -0.011
C -4.4374 0.8113 2.1177 0.020
I -6.2483 1.7588 2.5562 0.001
C -3.4209 1.4780 1.3836 -0.006
C -3.4988 2.7927 0.8688 0.004
C -2.4520 3.3121 0.1569 -0.006
C -1.3088 2.5271 -0.0599 -0.009
N -1.2018 1.3086 0.4123 0.015
C -2.2299 0.7727 1.1285 -0.019
C -2.0208 -0.5764 1.5717 0.021
O -0.8857 -1.1820 1.2836 0.104
H -5.0191 -0.9782 3.1076 0.000
H -4.3944 3.3754 1.0383 0.001
H -2.4927 4.3123 -0.2516 0.000
H -0.4706 2.8970 -0.6392 -0.003
C -3.4859 -1.6869 -1.2899 -0.002
C -2.7130 -0.7188 -2.1444 0.006
C -3.2863 -0.0766 -3.2306 0.029
C -2.5109 0.8180 -3.9450 -0.007
C -1.2053 1.0693 -3.5699 0.014
C -0.6868 0.3856 -2.4610 -0.012
N -1.4445 -0.5018 -1.8030 0.083
N 0.5636 0.5712 -1.8924 0.112
Si 1.9349 1.0490 -2.8871 -0.008
C 3.5130 0.6876 -1.9829 0.033
C 1.9263 0.0417 -4.4587 0.008
C 1.8917 2.8715 -3.3135 0.007
H -4.0815 -2.3647 -1.9024 0.000
H -4.1722 -1.1477 -0.6310 0.000
H -2.8057 -2.2678 -0.6683 0.000
H -4.3136 -0.2768 -3.5022 0.002
H -2.9337 1.3382 -4.7963 -0.001
H -0.6032 1.7942 -4.0974 0.002
H 3.6722 -0.3899 -1.9486 0.004
H 3.5196 1.0666 -0.9601 -0.005
H 4.3548 1.1378 -2.5172 -0.003
H 1.9199 -1.0237 -4.2107 0.000
H 2.8252 0.2467 -5.0464 0.001
H 1.0596 0.2453 -5.0896 0.000
H 1.7979 3.4855 -2.4148 -0.002
H 1.0877 3.1448 -3.9982 0.000
H 2.8349 3.1348 -3.8026 0.001
O 1.0197 0.8512 2.5045 0.984
O 1.5213 -0.2479 2.5463 0.980
C 5.4051 -1.3926 2.2776 -0.001
N 4.3355 -2.1968 1.7146 0.003
C 3.4824 -2.7375 2.7597 0.013
C 3.6420 -1.4808 0.6476 0.020
C 2.6865 -2.3623 -0.1315 -0.162
C 3.1997 -3.6023 -0.5163 -0.037
C 2.4437 -4.5113 -1.2370 0.046
C 1.1422 -4.1795 -1.5891 -0.034
C 0.6347 -2.9449 -1.2247 0.084
C 1.3778 -2.0016 -0.4954 0.084
H 5.9627 -1.9770 3.0108 0.000
H 5.0313 -0.4850 2.7815 0.000
H 6.0948 -1.0825 1.4907 0.000
H 4.0493 -3.4640 3.3447 0.001
H 2.6250 -3.2467 2.3187 -0.002
H 3.1144 -1.9679 3.4518 -0.002
H 4.4289 -1.1374 -0.0277 0.016
H 3.1354 -0.5677 0.9946 -0.020
H 4.2103 -3.8503 -0.2146 -0.001
H 2.8640 -5.4693 -1.5168 0.003
H 0.5276 -4.8760 -2.1462 -0.001
H -0.3806 -2.6979 -1.5139 0.010
C 3.6018 5.1124 0.5458 0.005
Te 2.3665 3.3954 0.7925 0.012
C 1.3640 4.1467 2.5187 0.002
H 2.9821 5.9951 0.4091 0.000
H 4.2114 4.9565 -0.3423 0.000
H 4.2474 5.2278 1.4124 0.000
H 2.0716 4.2808 3.3326 0.000
H 0.6136 3.4151 2.8103 0.000
H 0.8758 5.0887 2.2801 0.000
```

highest occupied orbital energy (alpha / beta)	-7.827 / -7.926	eV
spin multiplicity	6

Computed, not measured: a structure of composition C29H38AlO13, with wB97M-V/def2-TZVPD.

```
81
Properties=species:S:1:pos:R:3:lowdin_charge:R:1
C -3.2412 -0.0926 3.5745 -0.094
O -3.8093 1.0205 2.8953 -0.190
C -3.5228 1.0710 1.5114 -0.240
C -4.4561 0.1845 0.6713 -0.154
C -3.9176 -1.2424 0.4433 -0.210
C -3.7983 -1.6605 -1.0213 -0.221
C -3.4328 -3.1440 -1.1844 -0.210
C -1.9791 -3.4841 -0.7750 -0.201
C -1.8363 -4.5982 0.2679 -0.213
C -2.3371 -4.2367 1.6673 -0.227
C -1.3306 -3.3873 2.4614 -0.325
C -0.0679 -4.1735 2.8939 -0.363
Al 1.6105 -3.0501 2.6363 0.161
H -4.0099 -0.8447 3.7768 0.088
H -2.4272 -0.5503 3.0121 0.073
H -2.8424 0.2452 4.5330 0.080
H -3.6292 2.1166 1.2126 0.116
H -2.4793 0.7817 1.3351 0.104
H -5.3859 0.1202 1.2401 0.112
H -4.6742 0.6804 -0.2768 0.104
H -4.5715 -1.9624 0.9388 0.107
H -2.9357 -1.3476 0.9088 0.088
H -4.7436 -1.4475 -1.5314 0.104
H -3.0236 -1.0695 -1.5221 0.113
H -4.1411 -3.7584 -0.6210 0.104
H -3.5674 -3.4012 -2.2389 0.097
H -1.4497 -3.8155 -1.6733 0.102
H -1.4527 -2.5820 -0.4503 0.103
H -2.3810 -5.4756 -0.1002 0.105
H -0.7832 -4.8747 0.3276 0.100
H -2.5089 -5.1552 2.2391 0.105
H -3.3033 -3.7323 1.6054 0.078
H -1.8279 -3.0210 3.3662 0.090
H -1.0684 -2.4874 1.8876 0.059
H -0.1797 -4.4744 3.9408 0.026
H -0.0128 -5.0995 2.3126 0.020
H 2.9152 -3.6556 3.3985 -0.169
H 1.2969 -1.5740 3.2762 -0.124
H 1.8756 -2.8871 1.0326 -0.150
C 1.6427 2.9834 6.4207 0.066
C 0.6670 2.6111 5.5837 -0.228
C 0.9101 1.6525 4.4419 -0.284
O -0.0478 1.3968 3.7345 0.073
C 2.2421 1.1175 4.2452 0.077
C 3.2180 1.5009 5.0790 -0.228
C 2.9786 2.4507 6.2232 -0.316
O 3.9315 2.7331 6.9307 0.089
O 4.4777 1.0845 4.9790 0.114
O -0.5857 3.0429 5.6719 0.112
H 1.4814 3.6694 7.2402 0.130
H 2.3902 0.4120 3.4376 0.101
H 4.9560 1.5040 5.7184 0.112
H -1.0691 2.6024 4.9435 0.115
C 0.9860 1.4488 -1.3071 0.093
C 1.0779 2.4772 -2.1525 -0.229
C 0.5833 3.8542 -1.8076 -0.321
O 0.7289 4.7241 -2.6529 0.088
C -0.0274 4.0673 -0.5137 0.067
C -0.1362 3.0409 0.3465 -0.226
C 0.3740 1.6575 0.0034 -0.301
O 0.2792 0.7938 0.8439 0.125
O -0.6842 3.1712 1.5435 0.108
O 1.6179 2.3953 -3.3737 0.075
H 1.3491 0.4570 -1.5403 0.143
H -0.3832 5.0605 -0.2786 0.131
H -0.6745 2.2972 1.9908 0.083
H 1.5528 3.2937 -3.7559 0.109
C 4.6252 0.0465 -7.5775 0.075
C 4.9220 0.7071 -8.7023 -0.240
C 4.2881 2.0297 -9.0506 -0.318
O 4.6362 2.5502 -10.0971 0.094
C 3.3183 2.5968 -8.1371 0.071
C 3.0172 1.9391 -7.0071 -0.227
C 3.6568 0.6168 -6.6541 -0.307
O 3.3207 0.0969 -5.6102 0.127
O 2.1465 2.3851 -6.1160 0.108
O 5.7917 0.2700 -9.6085 0.107
H 5.0748 -0.9019 -7.3200 0.136
H 2.8660 3.5432 -8.3974 0.134
H 2.1213 1.7340 -5.3812 0.099
H 5.8078 0.9524 -10.3077 0.115
```

highest occupied orbital energy	-4.807	eV
total charge	-1
spin multiplicity	1

Number 1: E_tot -2819.6749 Ha. Number 2: E_tot -2348.3810 Ha.